1.
Formula: C20H69N19O13
Source: the Open Molecules 2025 dataset
Level of theory: wB97M-V/def2-TZVPD

XYZ file:
```
121
Properties=species:S:1:pos:R:3
C -0.855 -1.452 4.883
O -1.225 -2.011 5.921
N -0.496 -2.139 3.770
N -0.637 -0.132 4.800
H -0.126 -1.653 2.948
H -0.574 -3.134 3.686
H -1.006 0.448 5.532
H -0.311 0.293 3.948
C 1.955 3.154 4.102
O 3.152 3.353 3.858
N 1.144 2.361 3.370
N 1.401 3.645 5.228
H 0.171 2.549 3.530
H 1.515 2.030 2.479
H 0.437 3.639 5.499
H 2.008 4.254 5.753
C -0.725 -0.277 0.472
O -0.212 -0.881 1.435
N -0.225 0.857 -0.041
N -1.919 -0.613 -0.056
H 0.627 1.306 0.264
H -0.795 1.323 -0.747
H -2.197 -0.223 -0.942
H -2.273 -1.526 0.196
C -1.484 -4.189 0.046
O -2.467 -3.494 0.292
N -1.580 -5.465 -0.360
N -0.215 -3.691 0.212
H -0.823 -6.114 -0.470
H -2.500 -5.865 -0.284
H 0.566 -4.317 0.282
H -0.216 -2.747 0.586
C -5.524 -0.562 -1.256
O -5.746 -1.195 -0.227
N -4.711 0.502 -1.331
N -5.999 -0.987 -2.475
H -4.370 0.801 -0.423
H -4.490 0.987 -2.177
H -5.925 -0.297 -3.198
H -6.429 -1.891 -2.519
C -2.373 2.988 -2.081
O -1.851 1.858 -2.151
N -3.024 3.451 -0.993
N -2.368 3.837 -3.120
H -3.332 4.399 -1.088
H -3.290 2.772 -0.288
H -2.913 4.678 -3.070
H -2.047 3.541 -4.024
C 3.267 2.361 0.483
O 2.470 1.538 0.977
N 3.601 2.270 -0.805
N 4.015 3.219 1.198
H 3.227 1.582 -1.444
H 4.305 2.869 -1.196
H 3.880 3.300 2.202
H 4.689 3.785 0.723
C -3.731 1.676 2.165
O -4.226 1.849 1.035
N -3.433 2.764 2.915
N -3.278 0.523 2.666
H -3.473 3.681 2.516
H -3.183 2.574 3.867
H -3.510 -0.394 2.286
H -2.900 0.538 3.595
C 5.625 1.617 4.701
C 5.750 0.620 3.501
C 4.998 -0.669 3.861
O 3.640 -0.585 4.266
C 2.734 -1.122 3.299
N 5.297 1.254 2.243
H 4.700 2.187 4.617
H 6.555 2.183 4.783
H 5.610 1.190 5.708
H 6.819 0.422 3.410
H 5.487 -0.997 4.784
H 5.158 -1.445 3.106
H 2.945 -0.754 2.294
H 1.734 -0.854 3.622
H 2.766 -2.216 3.277
H 4.321 1.478 2.440
H 5.228 0.488 1.577
C 3.070 -1.939 -0.722
C 2.079 -1.662 -1.872
C 2.758 -0.970 -3.049
O 2.852 0.403 -2.775
C 3.252 1.166 -3.912
N 1.322 -2.882 -2.209
H 3.736 -2.757 -0.999
H 2.574 -2.037 0.241
H 3.765 -1.094 -0.687
H 1.315 -0.950 -1.538
H 2.087 -1.160 -3.892
H 3.767 -1.380 -3.172
H 4.152 0.732 -4.363
H 3.388 2.209 -3.651
H 2.522 1.031 -4.717
H 0.748 -2.758 -3.043
H 0.547 -3.013 -1.555
C -0.736 -0.440 -4.230
C -2.175 -0.585 -4.737
C -2.863 -1.800 -4.087
O -2.109 -2.992 -4.300
C -2.775 -3.876 -5.202
N -2.916 0.676 -4.608
H -0.645 -0.593 -3.154
H -0.236 0.484 -4.521
H -0.170 -1.208 -4.758
H -2.116 -0.874 -5.791
H -3.946 -1.859 -4.238
H -2.863 -1.720 -2.990
H -3.733 -4.221 -4.813
H -2.116 -4.718 -5.411
H -2.893 -3.391 -6.176
H -3.905 0.453 -4.631
H -2.631 1.053 -3.704
O -4.315 -2.091 1.889
H -4.733 -1.753 1.070
H -3.635 -2.706 1.586
O 0.601 2.888 -3.196
H 0.199 2.222 -2.622
H -0.034 3.010 -3.903
```

## Properties
Lowest unoccupied orbital energy (eV): 0.01
DFT total energy (eV): -76796.372
F_max (hartree/bohr): 0.0581
2S+1: 1

=====

2.
Formula: C20H69N5O12
Source: the Open Molecules 2025 dataset
Level of theory: wB97M-V/def2-TZVPD

XYZ file:
```
106
Properties=species:S:1:pos:R:3
O -0.440 3.298 -0.266
H -0.976 2.487 0.051
H -0.993 4.099 -0.122
O -2.858 -1.407 3.109
H -2.508 -0.694 3.672
H -2.578 -2.223 3.561
O -0.749 1.029 3.239
H -0.616 1.008 2.274
H 0.111 1.150 3.581
O 2.337 4.895 -2.925
H 2.117 4.054 -2.465
H 3.216 4.995 -2.547
O 4.096 1.907 0.527
H 4.986 2.065 0.184
H 3.548 1.816 -0.244
O 1.997 2.340 -1.284
H 1.400 1.606 -1.614
H 1.356 2.760 -0.683
O 2.830 2.421 3.176
H 3.617 2.471 3.731
H 3.240 2.444 2.301
C 3.769 -0.577 -3.221
C 3.806 -2.089 -3.394
C 2.449 -2.717 -3.723
O 1.479 -2.603 -2.771
C 1.958 -3.048 -1.476
N 4.739 -2.335 -4.530
H 4.764 -0.291 -2.917
H 3.085 -0.227 -2.464
H 3.491 -0.089 -4.139
H 4.229 -2.579 -2.478
H 2.664 -3.825 -3.964
H 2.100 -2.305 -4.676
H 2.596 -2.319 -0.950
H 2.452 -4.055 -1.538
H 1.030 -3.126 -0.818
H 4.310 -2.738 -5.372
H 5.147 -1.462 -4.767
C -2.843 -3.501 -2.537
C -1.451 -3.938 -2.042
C -1.528 -4.368 -0.609
O -2.123 -3.304 0.204
C -3.334 -3.448 0.924
N -0.978 -4.987 -2.915
H -3.665 -4.299 -2.441
H -2.758 -3.110 -3.534
H -3.085 -2.685 -1.824
H -0.751 -3.105 -2.244
H -0.622 -4.795 -0.219
H -2.375 -5.142 -0.586
H -4.121 -3.917 0.273
H -3.647 -2.474 1.231
H -3.177 -4.126 1.803
H -1.499 -5.841 -2.844
H 0.002 -5.256 -2.737
C 0.556 -0.141 0.115
C -0.567 -0.201 -0.960
C -1.878 -0.209 -0.188
O -2.003 1.077 0.492
C -3.189 1.245 1.281
N -0.343 0.880 -1.921
H 1.527 -0.224 -0.322
H 0.364 -0.887 0.890
H 0.445 0.889 0.568
H -0.527 -1.114 -1.504
H -1.828 -0.972 0.530
H -2.757 -0.443 -0.958
H -3.514 0.265 1.592
H -3.934 1.730 0.631
H -2.975 1.972 2.149
H -0.681 1.814 -1.623
H -0.833 0.658 -2.785
C -1.251 6.401 -1.847
C -2.219 7.218 -0.966
C -2.768 6.415 0.187
O -1.780 5.588 0.759
C -2.108 4.883 1.929
N -1.587 8.421 -0.398
H -0.957 6.873 -2.798
H -1.620 5.505 -2.274
H -0.348 6.179 -1.254
H -3.075 7.479 -1.591
H -3.631 5.729 -0.185
H -3.176 7.037 0.977
H -3.155 4.554 1.953
H -1.927 5.568 2.766
H -1.371 4.086 1.971
H -1.309 8.977 -1.180
H -0.730 8.098 0.058
C -0.045 -4.442 2.723
C 0.341 -3.917 4.063
C 1.161 -2.607 3.945
O 2.184 -2.786 2.991
C 2.985 -1.618 2.709
N -0.915 -3.594 4.850
H 0.818 -4.726 2.043
H -0.685 -3.706 2.083
H -0.607 -5.364 2.888
H 1.063 -4.654 4.490
H 1.417 -2.393 4.976
H 0.412 -1.791 3.674
H 3.314 -1.004 3.554
H 2.432 -0.957 2.009
H 3.822 -2.016 2.151
H -1.260 -4.516 5.126
H -0.533 -3.099 5.675
```

## Properties
Lowest unoccupied orbital energy (eV): 0.53
SMILES: COC[C@H](C)N.COC[C@H](C)N.COC[C@H](C)N.COC[C@H](C)N.COC[C@H](C)N.O.O.O.O.O.O.O
DFT total energy (eV): -53876.708
F_max (hartree/bohr): 0.0830
2S+1: 1

=====

3.
Formula: C20H74N10O17
Source: the Open Molecules 2025 dataset
Level of theory: wB97M-V/def2-TZVPD

XYZ file:
```
121
Properties=species:S:1:pos:R:3
C 10.939 11.960 17.964
C 10.012 11.552 19.063
O 9.764 10.178 19.188
H 11.993 11.649 18.185
H 11.011 13.051 17.934
H 10.650 11.547 17.034
H 9.076 11.975 18.883
H 10.396 11.931 19.984
H 9.670 9.995 20.148
C 13.320 11.922 15.501
C 12.459 10.946 14.781
O 13.019 9.701 14.714
H 13.491 11.700 16.573
H 12.912 12.930 15.587
H 14.229 12.106 14.921
H 12.353 11.349 13.748
H 11.442 10.920 15.080
H 13.975 9.890 14.656
C 6.066 14.887 16.776
C 6.773 16.111 16.217
O 6.086 17.344 16.717
H 5.063 14.686 16.500
H 6.068 14.896 17.914
H 6.725 14.018 16.569
H 6.745 15.848 15.143
H 7.826 16.110 16.475
H 6.284 17.457 17.685
C 10.873 20.825 17.461
O 11.453 20.687 16.244
N 9.932 20.030 17.859
N 11.038 21.910 18.249
H 9.879 19.165 17.353
H 10.126 19.794 18.836
H 11.496 22.707 17.832
H 10.355 22.091 18.976
C 8.363 19.408 14.552
O 9.326 20.271 14.570
N 8.274 18.319 13.831
N 7.381 19.431 15.417
H 8.845 18.410 12.970
H 7.360 17.867 13.732
H 7.569 20.257 16.048
H 6.896 18.615 15.799
C 10.559 16.725 15.818
O 10.270 17.702 16.723
N 10.364 16.777 14.531
N 11.382 15.721 16.025
H 9.641 17.519 14.384
H 10.543 16.090 13.819
H 11.489 15.600 17.070
H 11.281 14.869 15.458
C 14.650 14.847 14.891
O 15.308 14.000 14.032
N 15.030 15.403 16.017
N 13.584 15.452 14.487
H 15.925 15.069 16.400
H 14.567 16.082 16.549
H 13.294 15.260 13.500
H 12.887 15.713 15.215
C 13.469 18.956 13.896
O 14.166 20.111 13.647
N 14.116 17.808 13.908
N 12.176 18.874 13.990
H 15.123 17.837 13.670
H 13.800 16.841 14.341
H 11.884 19.810 14.244
H 11.605 17.983 14.069
C 9.143 13.612 15.249
O 10.380 13.690 14.518
H 8.407 12.859 14.831
H 8.605 14.551 15.194
H 9.149 13.368 16.277
H 10.162 14.054 13.688
C 12.876 14.006 11.934
O 12.292 15.290 11.800
H 13.911 14.072 11.855
H 12.562 13.522 11.035
H 12.523 13.693 12.926
H 12.378 15.663 10.924
C 8.925 14.911 18.828
O 7.957 15.162 19.826
H 9.818 14.434 19.359
H 9.215 15.918 18.437
H 8.637 14.198 18.056
H 7.833 14.417 20.410
C 10.723 17.979 19.999
O 10.068 19.030 20.526
H 10.648 17.067 20.676
H 11.784 18.272 19.700
H 10.134 17.638 19.199
H 9.619 18.795 21.386
C 13.100 14.678 18.688
O 12.151 15.716 18.872
H 12.981 13.889 19.427
H 14.123 15.138 18.870
H 13.008 14.315 17.667
H 12.085 15.760 19.849
C 8.191 15.045 12.435
O 9.557 15.228 12.271
H 8.034 13.953 12.203
H 7.716 15.689 11.698
H 7.813 15.255 13.435
H 9.683 15.046 11.290
C 7.283 18.331 19.089
O 6.279 17.370 19.362
H 6.957 19.246 18.872
H 7.985 18.103 18.331
H 7.812 18.504 19.993
H 6.674 16.543 19.788
C 10.634 18.443 11.129
O 10.118 19.304 12.006
H 10.537 18.710 10.059
H 10.351 17.401 11.148
H 11.707 18.466 11.354
H 10.785 19.570 12.662
C 13.640 18.187 17.197
O 14.803 18.279 16.373
H 13.027 19.120 17.267
H 13.924 17.972 18.131
H 12.908 17.580 16.844
H 14.481 18.253 15.447
```

## Properties
Lowest unoccupied orbital energy (eV): -0.45
DFT total energy (eV): -71640.091
F_max (hartree/bohr): 0.1745
2S+1: 1

=====

4.
Formula: C20H7Cl5CoF6N4O6S2
Source: the Open Molecules 2025 dataset
Level of theory: wB97M-V/def2-TZVPD

XYZ file:
```
51
Properties=species:S:1:pos:R:3
Co -0.430 -0.234 0.181
Cl -0.127 3.068 1.664
C -1.379 2.779 0.478
C -1.377 1.566 -0.187
C -2.395 1.400 -1.109
Cl -2.430 -0.134 -1.977
C -3.369 2.349 -1.394
Cl -4.595 2.062 -2.566
C -3.326 3.556 -0.697
Cl -4.507 4.765 -1.009
C -2.321 3.778 0.246
Cl -2.266 5.272 1.097
F 0.315 -1.850 5.642
C 0.851 -1.557 4.465
F 1.111 -2.689 3.811
F 2.002 -0.910 4.658
S -0.280 -0.475 3.480
O 0.328 -0.520 2.150
O -0.291 0.778 4.150
N -1.632 -1.258 3.591
S -2.511 -1.773 2.406
O -2.189 -1.167 1.123
O -3.880 -1.864 2.767
C -1.955 -3.524 2.217
F -0.633 -3.574 1.999
F -2.568 -4.087 1.171
F -2.227 -4.228 3.305
O 3.698 -5.891 -0.137
N 4.337 -4.866 -0.265
O 5.540 -4.811 -0.381
C 3.596 -3.581 -0.268
C 4.333 -2.486 0.017
C 3.723 -1.193 0.074
C 4.441 -0.012 0.342
C 3.774 1.185 0.351
C 2.390 1.192 0.112
N 1.703 0.095 -0.131
C 2.354 -1.085 -0.150
C 1.578 -2.265 -0.442
N 0.259 -2.065 -0.641
C -0.502 -3.074 -1.004
C 0.016 -4.357 -1.201
C 1.343 -4.592 -0.952
C 2.177 -3.527 -0.543
H 5.393 -2.591 0.199
H 5.505 -0.062 0.534
H 4.282 2.116 0.548
H 1.821 2.113 0.138
H -1.556 -2.860 -1.132
H -0.638 -5.154 -1.518
H 1.750 -5.582 -1.068
```

## Properties
Lowest unoccupied orbital energy (alpha / beta) (eV): -1.85 / -1.86
DFT total energy (eV): -177311.682
F_max (hartree/bohr): 0.0086
2S+1: 4

=====

5.
Formula: C21H10BeF5N2OS2
Source: the Open Molecules 2025 dataset
Level of theory: wB97M-V/def2-TZVPD

XYZ file:
```
42
Properties=species:S:1:pos:R:3
Be 0.384 0.173 0.350
S 1.677 -0.832 -1.377
C 0.116 -1.492 -1.267
N -0.794 -0.869 -0.536
C -1.949 -1.615 -0.381
C -3.062 -1.230 0.362
C -4.156 -2.075 0.409
C -4.156 -3.288 -0.285
C -3.056 -3.673 -1.034
C -1.953 -2.830 -1.074
S -0.434 -3.029 -1.901
H -3.051 -0.286 0.892
H -5.025 -1.790 0.989
H -5.022 -3.935 -0.234
H -3.053 -4.613 -1.572
F 0.876 -4.496 5.431
C 0.814 -3.504 4.525
C 1.167 -3.732 3.210
F 1.570 -4.956 2.835
C 1.107 -2.715 2.278
F 1.444 -2.992 1.013
C 0.692 -1.415 2.609
O 0.628 -0.441 1.762
C 0.335 -1.226 3.953
F -0.085 -0.014 4.350
C 0.396 -2.240 4.889
F 0.046 -1.999 6.162
C 0.365 1.929 0.295
C -0.355 2.565 -0.824
C 0.077 2.419 -2.156
C -0.607 2.993 -3.208
C -1.769 3.732 -2.975
C -2.227 3.879 -1.668
C -1.529 3.306 -0.621
C -2.483 4.341 -4.071
N -3.053 4.824 -4.946
H -0.014 2.295 1.255
H 1.437 2.165 0.254
H 0.961 1.825 -2.350
H -0.253 2.864 -4.223
H -3.128 4.449 -1.479
H -1.895 3.430 0.393
```

## Properties
Lowest unoccupied orbital energy (eV): 2.52
Net charge: -1
DFT total energy (eV): -62631.352
F_max (hartree/bohr): 0.0105
2S+1: 1

=====

6.
Formula: C21H10Cl2F5N5O3Tc
Source: the Open Molecules 2025 dataset
Level of theory: wB97M-V/def2-TZVPD

XYZ file:
```
47
Properties=species:S:1:pos:R:3
Tc 0.292 -0.221 0.303
Cl -2.978 -5.552 3.123
C -2.653 -4.117 2.234
C -1.432 -3.504 2.386
C -1.148 -2.334 1.676
N 0.049 -1.639 1.687
C 1.130 -1.977 2.483
O 1.165 -2.792 3.374
C 2.366 -1.215 2.089
C 3.547 -1.413 2.775
C 4.687 -0.757 2.344
C 4.599 0.056 1.225
C 3.378 0.215 0.597
N 2.269 -0.397 1.025
C -2.123 -1.761 0.818
C -3.351 -2.429 0.661
C -3.611 -3.582 1.351
Cl -5.125 -4.373 1.114
N -1.758 -0.601 0.152
C -2.812 0.295 -0.155
O -3.854 0.312 0.459
C -2.609 1.301 -1.247
C -3.278 2.517 -1.149
C -3.157 3.416 -2.192
C -2.395 3.059 -3.295
C -1.785 1.813 -3.305
N -1.886 0.948 -2.301
H -0.698 -3.926 3.051
H 3.538 -2.084 3.622
H 5.627 -0.881 2.865
H 5.465 0.570 0.833
H 3.273 0.859 -0.262
H -4.102 -2.053 -0.012
H -3.865 2.731 -0.267
H -3.656 4.375 -2.154
H -2.278 3.729 -4.135
H -1.194 1.498 -4.159
O 2.002 1.577 -3.204
C 1.472 1.161 -2.240
N 0.934 0.753 -1.250
F 0.620 1.201 2.783
C -0.004 1.432 1.576
F -1.324 1.640 1.874
C 0.518 2.802 1.105
F -0.134 3.212 0.014
F 1.833 2.743 0.830
F 0.350 3.724 2.055
```

## Properties
Lowest unoccupied orbital energy (alpha / beta) (eV): -2.48 / -2.15
DFT total energy (eV): -76364.683
F_max (hartree/bohr): 0.0322
2S+1: 2